1.
# C59H45I2N3O4P2STi

A molecular structure, C59H45I2N3O4P2STi (ωB97M-V with the def2-TZVPD basis set, OMol25).

The geometry in ORCA input format:
```
! RIJCOSX wB97M-V def2-TZVPD def2/J DEFGRID3
* xyz 1 2
Ti 2.4225 -1.5073 -3.3002
O -2.1957 -0.5836 0.6265
S -1.8440 -0.4121 2.0789
C -3.0329 0.8292 2.7156
C -3.4545 0.8308 4.0596
C -4.6580 1.3331 4.4639
C -5.4176 2.1034 3.5614
C -4.9158 2.2580 2.2561
C -3.6914 1.7348 1.8248
P -2.7003 2.1501 0.3249
C -1.9746 3.7822 0.7326
C -0.8872 4.1609 -0.0074
C -0.2238 5.3839 0.2676
C -0.6969 6.1386 1.3497
C -1.7131 5.7016 2.1322
C -2.4503 4.5759 1.7791
C -4.0066 2.3212 -0.9286
C -3.8150 3.3118 -1.9421
C -4.6975 3.4145 -2.9679
C -5.8475 2.6516 -3.0014
C -6.0684 1.8075 -1.9650
C -5.2066 1.5603 -0.9568
C -2.2550 -1.8262 3.0375
C -3.5890 -2.1534 3.2617
C -3.8975 -3.0693 4.2946
C -2.8575 -3.7273 4.9424
C -1.5517 -3.4363 4.6835
C -1.2437 -2.4156 3.7956
P 0.3677 -1.6484 3.4743
C 1.5165 -3.0027 3.7999
C 1.7322 -3.8658 2.7098
C 2.2639 -5.1375 2.8785
C 2.7541 -5.5296 4.1689
C 2.7693 -4.5530 5.1453
C 2.2308 -3.2841 4.9848
C 0.5409 -0.4466 4.8319
C 1.2805 0.7159 4.5205
C 1.4403 1.6737 5.4834
C 1.0173 1.4595 6.7868
C 0.2505 0.3685 7.0906
C 0.1055 -0.6684 6.1463
H -2.6870 0.5407 4.8061
H -4.9707 1.2181 5.5335
H -6.3611 2.5822 3.8143
H -5.5269 2.7749 1.4559
H -0.4409 3.4059 -0.6943
H 0.5602 5.8198 -0.4592
H -0.2597 7.1328 1.5302
H -2.1285 6.1242 3.0424
H -3.3826 4.3121 2.3204
H -2.9441 3.9585 -1.9304
H -4.5389 4.1274 -3.8172
H -6.5164 2.6549 -3.8309
H -7.0279 1.2689 -1.9394
H -5.3948 0.7498 -0.2654
H -4.3407 -1.6977 2.6187
H -4.9516 -3.2105 4.5767
H -3.0470 -4.4318 5.8456
H -0.7713 -4.0809 5.1346
H 1.4680 -3.4651 1.7265
H 2.2748 -5.8270 2.0414
H 3.1077 -6.5484 4.3616
H 3.2825 -4.8586 6.0869
H 2.2810 -2.5061 5.7171
H 1.5024 0.8623 3.4676
H 1.8756 2.6577 5.2041
H 1.3139 2.2242 7.4816
H -0.1937 0.2600 8.0951
H -0.3003 -1.6512 6.4773
I 2.6522 1.6854 -10.3206
C 2.2250 0.7400 -8.4172
C 1.7842 1.5345 -7.3903
C 1.9515 1.1728 -6.0924
I 0.7485 2.0865 -4.6575
C 2.6364 -0.0736 -5.7913
O 3.0797 -0.2662 -4.5617
C 2.8167 -1.0105 -6.8550
C 3.0797 -2.3957 -6.3947
N 2.3529 -2.8237 -5.1570
C 0.8988 -3.2228 -5.3844
C -0.0017 -2.5861 -4.3153
C -1.3384 -2.9160 -4.1409
C -2.1219 -2.1807 -3.2993
C -1.5626 -1.3132 -2.3515
C -0.2297 -1.1193 -2.4586
N 0.5069 -1.6318 -3.4841
C 2.6177 -0.5837 -8.1729
H 1.3287 2.4850 -7.7159
H 4.1636 -2.5856 -6.1162
H 2.8944 -3.1139 -7.1994
H 2.8268 -3.6725 -4.8093
H 0.8818 -4.3427 -5.3582
H 0.6044 -2.8681 -6.3881
H -1.7637 -3.7934 -4.6615
H -3.2005 -2.3914 -3.2515
H -2.0892 -0.8186 -1.5314
H 0.3214 -0.6117 -1.6709
H 2.7547 -1.2343 -9.0233
O 3.5364 -3.7518 -0.3854
C 3.4692 -2.7983 -1.1808
O 3.2745 -2.9528 -2.5418
C 3.5693 -1.3955 -0.8035
C 4.1207 -1.0189 0.4217
C 4.7443 0.1937 0.4941
C 4.6658 1.0467 -0.6265
C 5.5065 2.1955 -0.5547
C 5.3132 3.1923 -1.5345
C 4.2806 3.0254 -2.4616
C 3.5448 1.8342 -2.5664
C 3.7480 0.7690 -1.7070
N 3.1466 -0.4824 -1.7322
H 4.0823 -1.7465 1.2344
H 5.3182 0.4886 1.4048
H 6.2346 2.2826 0.1986
H 6.0197 4.0317 -1.6466
H 4.0714 3.8388 -3.1554
H 2.8537 1.7019 -3.4276
*
```

Properties
⟨S²⟩ ... 0.76
E ... -143295.8257 eV
Gap between HOMO and LUMO (alpha / beta) ... 5.609 / 5.557 eV

These are the Mulliken partial charges, in e, on atoms 1 to 5:
1. Ti 0.69
2. O -0.39
3. S 0.23
4. C -0.49
5. C 0.02

***

2.
# C4H6N

A gas-phase ion, C4H6N (charge +1) (ωB97M-V with the def2-TZVPD basis set, OMol25).

The geometry in ORCA input format:
```
! RIJCOSX wB97M-V def2-TZVPD def2/J DEFGRID3
* xyz 1 1
C 1.1786 0.0630 0.0007
C -0.0872 0.1055 -0.0159
C 2.4364 -0.0636 -0.0508
C -1.5501 0.6797 -0.0492
N -1.3045 -0.8030 -0.0330
H 3.1617 0.0561 -0.8029
H 3.1424 0.1030 0.8758
H -1.9956 1.2130 0.9486
H -2.1744 1.1915 -0.8064
H -1.4712 -1.2218 -0.8954
H -1.3360 -1.3233 0.8285
*
```

Properties
Structure (SMILES) ... C=C=C1C[NH2+]1
E ... -5723.7466 eV
Gap between HOMO and LUMO ... 11.248 eV

These are the Mulliken partial charges, in e, on atoms 1 to 5:
1. C 0.39
2. C 0.33
3. C -0.86
4. C -0.43
5. N -0.14

***

3.
# C30H60O14S6

8 unconnected molecules or ions with the total composition C30H60O14S6 (ωB97M-V with the def2-TZVPD basis set, OMol25).

The geometry in ORCA input format:
```
! RIJCOSX wB97M-V def2-TZVPD def2/J DEFGRID3
* xyz 0 1
C 15.4801 -13.9736 -4.3386
C 15.1914 -15.4506 -4.1242
C 15.1188 -16.2010 -5.4276
S 15.0340 -14.9323 -6.7069
O 14.0107 -15.2878 -7.6721
O 16.3486 -14.7605 -7.2667
C 14.6675 -13.5801 -5.6037
H 16.5314 -13.8741 -4.5963
H 15.2094 -13.3896 -3.4376
H 14.2307 -15.5414 -3.6698
H 15.9471 -15.9312 -3.5051
H 14.1977 -16.7743 -5.5432
H 16.0118 -16.7618 -5.6588
H 13.5514 -13.5050 -5.4545
H 15.0862 -12.6813 -6.0477
C 6.0663 -12.8715 -5.0410
C 7.3268 -12.1590 -5.5228
C 8.3391 -13.1820 -5.9550
S 7.3276 -14.3033 -6.9153
O 7.9406 -15.5929 -7.0340
O 7.0304 -13.5965 -8.1958
C 5.8310 -14.1554 -5.8570
H 5.1637 -12.2609 -5.2531
H 6.2096 -13.1752 -4.0081
H 7.7180 -11.5054 -4.7190
H 7.0609 -11.4590 -6.2975
H 8.6193 -13.7415 -4.9900
H 9.1960 -12.8006 -6.4719
H 5.9116 -15.0801 -5.2027
H 4.9183 -14.2140 -6.4568
C 7.3163 -17.0969 -11.1729
C 7.1160 -16.3404 -12.5288
C 8.5437 -16.1820 -13.1578
S 9.5830 -15.7986 -11.7649
O 9.7706 -14.4073 -11.5963
O 10.7697 -16.6599 -11.7849
C 8.4688 -16.3058 -10.5222
H 7.5592 -18.0872 -11.4198
H 6.3683 -16.9384 -10.6341
H 6.6547 -15.3617 -12.3609
H 6.3574 -16.7720 -13.2196
H 8.5443 -15.4906 -13.9766
H 8.8551 -17.1933 -13.5083
H 8.1696 -15.4205 -9.9326
H 9.1214 -16.9088 -9.8574
C 12.0248 -17.9680 -8.7406
C 13.0542 -18.3444 -7.7052
C 12.7281 -19.8021 -7.3024
S 11.8148 -20.5774 -8.6291
O 10.5107 -20.9034 -8.1622
O 12.5801 -21.6502 -9.1833
C 11.8087 -19.1529 -9.6688
H 12.2982 -17.1344 -9.4011
H 11.1199 -17.6443 -8.3099
H 13.0247 -17.6224 -6.8855
H 14.0683 -18.3043 -8.1879
H 12.1265 -19.7568 -6.4079
H 13.6327 -20.4240 -7.2167
H 10.8651 -19.0607 -10.2145
H 12.5992 -19.3139 -10.3634
C 8.6510 -11.0673 -10.9064
C 7.2837 -11.4428 -11.4769
C 6.2398 -10.8897 -10.4136
S 7.0763 -9.7534 -9.3163
O 7.4699 -10.3202 -8.0471
O 6.3858 -8.5318 -9.3178
C 8.5451 -9.6789 -10.2561
H 9.5085 -11.1600 -11.5950
H 8.8664 -11.7801 -10.1163
H 7.2525 -12.5274 -11.5918
H 7.1184 -10.9721 -12.4958
H 5.9954 -11.7711 -9.8119
H 5.4188 -10.3593 -10.8715
H 9.2906 -9.3486 -9.5728
H 8.3636 -8.9333 -11.0004
C 15.1754 -16.2135 -11.1031
C 14.0206 -16.5315 -12.0752
C 13.2459 -15.2526 -12.2210
S 14.5222 -14.0170 -12.4158
O 14.2221 -12.9346 -11.4876
O 14.6986 -13.6665 -13.7821
C 15.8494 -15.0212 -11.7331
H 15.8717 -17.1178 -10.9214
H 14.7527 -15.8888 -10.1257
H 13.3989 -17.3025 -11.6554
H 14.4418 -16.8708 -13.0441
H 12.6931 -14.8698 -11.3384
H 12.6455 -15.3710 -13.1254
H 16.5005 -14.3331 -11.1630
H 16.3761 -15.3530 -12.6130
C 16.0342 -10.6865 -9.9860
C 17.3294 -10.4980 -9.2121
O 18.3730 -10.0469 -9.6514
C 17.3262 -11.0420 -7.7970
H 15.2659 -10.0471 -9.5789
H 15.7525 -11.7214 -9.9174
H 16.1579 -10.5181 -11.0516
H 18.3196 -11.0491 -7.3499
H 16.9363 -12.1100 -7.7624
H 16.6308 -10.5021 -7.1436
C 12.3204 -11.9581 -8.6026
C 11.7793 -13.0934 -7.8675
O 11.8558 -13.1289 -6.6521
C 11.2213 -14.2601 -8.6045
H 12.8168 -11.3107 -7.8667
H 11.4207 -11.4020 -8.9661
H 12.8815 -12.1661 -9.4851
H 10.6410 -14.8331 -7.8200
H 12.0541 -14.8278 -8.9758
H 10.5929 -13.9194 -9.4385
*
```

Properties
Structure (SMILES) ... O=S1(=O)CCCC1.O=S1(=O)CCCC1.O=S1(=O)CCCC1.O=S1(=O)CCCC1.O=S1(=O)CCCC1.O=S1(=O)CCCC1.CC(C)=O.CC(C)=O
E ... -125756.2937 eV
Gap between HOMO and LUMO ... 9.418 eV

These are the Mulliken partial charges, in e, on atoms 1 to 5:
1. C -0.76
2. C -0.92
3. C -0.35
4. S 1.07
5. O -0.18

***

4.
# C4H7N5

C4H7N5 in the gas phase (ωB97M-V with the def2-TZVPD basis set, OMol25).

The geometry in ORCA input format:
```
! RIJCOSX wB97M-V def2-TZVPD def2/J DEFGRID3
* xyz 0 1
C -1.0834 -0.0808 0.3863
C 1.9800 -0.9158 -0.8942
C 1.3330 -0.9686 0.2477
C 0.3820 0.1099 0.6567
N -3.1899 -0.2949 0.6949
N -2.0026 -0.5236 1.2508
N -1.7581 0.3276 -0.6984
N -3.0770 0.2548 -0.3864
N 0.6891 1.4135 0.0319
H 2.5783 -1.7075 -1.3347
H 1.8186 -0.2751 -1.7414
H 1.6387 -1.8329 0.9619
H 0.4655 0.1664 1.7775
H -1.4187 0.6309 -1.6077
H 1.6501 1.5717 0.2971
H -0.0058 2.1246 0.3581
*
```

Properties
Structure (SMILES) ... C=C[C@@H](N)c1nnn[nH]1
E ... -11709.3615 eV
Gap between HOMO and LUMO ... 10.889 eV

These are the Mulliken partial charges, in e, on atoms 1 to 5:
1. C 0.27
2. C -0.84
3. C -0.20
4. C 0.51
5. N -0.29